Entry 1:
Below is a molecular structure, C4H6O3Tb, with properties calculated with ωB97M-V/def2-TZVPD.

The calculation puts the lowest unoccupied orbital energy (alpha / beta) at -0.00727 / -0.02600 Ha. Its spin multiplicity is 8. The orbital gap (alpha / beta) is 6.18 / 5.73 eV. For the energy above the lowest of the compared OMol25 structures with the same formula, charge and spin, the calculation gives 0.00 kcal per mole.

Last column: Mulliken spin population.
Cartesian coordinates (Å):
O 0.6738 0.5923 -1.1842  0.00
C 0.3041 -0.5725 -1.5128  -0.01
O 0.8470 -0.9445 1.2289  0.05
C 0.0295 -1.8582 0.5871  0.03
C -0.7868 -1.1374 -0.5104  -0.03
O -1.4917 -0.0890 0.1881  0.02
C -2.5345 0.4986 -0.5661  -0.03
Tb 0.4410 1.0850 0.9887  6.98
H -0.6756 -2.3957 1.2539  0.00
H 0.6300 -2.6443 0.0837  0.00
H -1.5061 -1.8158 -0.9948  0.00
H -2.6729 1.5238 -0.2016  0.01
H -2.2883 0.5240 -1.6386  0.00
H -3.4674 -0.0678 -0.4239  0.00

=====

Entry 2:
Below is 2 unconnected molecules or ions with the total composition C4H6O4, with properties calculated with ωB97M-V/def2-TZVPD.

Its charge is -2. The calculation puts the lowest unoccupied orbital energy at 0.25486 Ha. The orbital gap is 7.76 eV. For the energy above the lowest of the compared OMol25 structures with the same formula, charge and spin, the calculation gives 26.32 kcal per mole.

Last column: natural (NBO) charge in e.
Cartesian coordinates (Å):
C -1.4127 -0.8201 -0.4342  -0.73
C -2.0655 -0.4871 0.9184  0.74
O -1.8488 -1.3859 1.8200  -0.84
O -2.6037 0.5982 1.1550  -0.76
H -2.0294 -0.7259 -1.3267  0.18
H -1.2255 -1.9008 -0.5390  0.19
H -0.4847 -0.2847 -0.6389  0.23
C 1.6711 0.1391 0.2532  -0.75
C 1.6530 1.4167 -0.6749  0.77
O 1.2049 2.4564 -0.1826  -0.78
O 2.1003 1.2585 -1.8565  -0.84
H 2.1434 0.4937 1.1871  0.19
H 2.2441 -0.6759 -0.1756  0.18
H 0.6535 -0.0824 0.4947  0.23

=====

Entry 3:
Below is a molecular structure, C4H6O4, with properties calculated with ωB97M-V/def2-TZVPD.

The calculation puts the lowest unoccupied orbital energy at -0.03087 Ha. The orbital gap is 8.09 eV. For the energy above the lowest of the compared OMol25 structures with the same formula, charge and spin, the calculation gives 107.10 kcal per mole.

Last column: natural (NBO) charge in e.
Cartesian coordinates (Å):
C -0.0115 -0.1900 2.1396  -0.70
C 0.7326 -0.4368 0.8610  0.37
O 1.0462 0.4723 0.0285  -0.48
H 1.3891 -1.3183 0.8695  0.17
H -0.7439 -0.9898 2.2779  0.24
H -0.5676 0.7469 2.0985  0.23
H 0.6825 -0.1724 2.9802  0.25
C 0.0622 0.4167 -1.9398  0.73
C -0.6194 -0.6216 -0.6472  0.28
O -0.5035 1.6316 -1.9612  -0.71
O 0.7604 -0.0518 -2.7784  -0.59
O -0.7638 -1.7858 -0.8776  -0.49
H -0.1470 2.1397 -2.7112  0.50
H -1.3163 0.1594 -0.3398  0.20

=====

Entry 4:
Below is 2 unconnected molecules or ions with the total composition C4H6O4, with properties calculated with ωB97M-V/def2-TZVPD.

The calculation puts the lowest unoccupied orbital energy (alpha / beta) at -0.10690 / -0.10318 Ha. The orbital gap (alpha / beta) is 7.36 / 7.48 eV. For the energy above the lowest of the compared OMol25 structures with the same formula, charge and spin, the calculation gives 118.52 kcal per mole.

Last column: natural (NBO) charge in e.
Cartesian coordinates (Å):
H 3.5021 -2.0173 -0.8640  0.25
C 3.6207 -0.9916 -0.5569  -0.73
H 4.1921 -0.9449 0.3951  0.26
H 4.2085 -0.5161 -1.3618  0.24
C 2.2847 -0.3751 -0.4169  0.70
O 1.7128 -0.1216 0.6576  -0.56
O 1.7847 -0.2082 -1.6078  -0.16
O -2.1677 1.0268 1.1961  -0.16
C -1.9808 -0.1847 1.5669  0.70
O -1.1710 -0.9983 1.0948  -0.56
C -2.8802 -0.4690 2.7047  -0.72
H -2.5509 0.1117 3.5706  0.25
H -3.9053 -0.0984 2.5148  0.24
H -2.9172 -1.5319 2.9625  0.26

=====

Entry 5:
Below is a molecular structure, C4H6O7Pb, with properties calculated with ωB97M-V/def2-TZVPD.

Its charge is -1. The calculation puts the lowest unoccupied orbital energy (alpha / beta) at 0.06123 / 0.05641 Ha. Its spin multiplicity is 2. The orbital gap (alpha / beta) is 5.75 / 5.62 eV. For the energy above the lowest of the compared OMol25 structures with the same formula, charge and spin, the calculation gives 23.75 kcal per mole.

Last column: Mulliken spin population.
Cartesian coordinates (Å):
O 3.5836 1.9380 0.2500  -0.01
C 3.0444 0.8160 0.0457  -0.04
O 3.7430 -0.2181 -0.1391  -0.01
O 1.7199 0.7627 0.0690  0.01
O -1.1240 0.2539 -0.3867  0.00
C -2.4880 0.2242 -0.1621  0.00
O -2.9096 0.2222 1.0065  0.00
O -3.0232 1.1895 -0.9934  0.00
C -0.3190 -0.3933 0.5806  0.00
C 1.0919 -0.5243 0.0709  0.00
Pb 5.6574 1.0320 0.0537  1.05
H -3.9571 1.2950 -0.7780  0.00
H -0.7082 -1.4037 0.7777  0.00
H -0.3330 0.1735 1.5235  0.00
H 1.1057 -0.9351 -0.9479  0.00
H 1.6473 -1.2008 0.7320  0.00
O -2.9503 -1.5111 -1.0689  0.00
H -3.7806 -1.7206 -0.6336  0.00

=====

Entry 6:
Below is C4H6OS in the gas phase, with properties calculated with ωB97M-V/def2-TZVPD.

The calculation puts the lowest unoccupied orbital energy at -0.01393 Ha. The orbital gap is 9.39 eV. For the energy above the lowest of the compared OMol25 structures with the same formula, charge and spin, the calculation gives 60.72 kcal per mole. The structure (SMILES) is C=C(C)C(=O)S.

Last column: natural (NBO) charge in e.
Cartesian coordinates (Å):
C -1.7281 0.7570 -0.1715  -0.29
C -0.4368 0.1440 0.1708  -0.13
C -0.1276 -1.3391 0.0873  -0.69
C 0.8787 0.9058 0.1668  0.40
O 1.0504 2.1050 0.0846  -0.55
S 2.3279 -0.1387 -0.0945  -0.05
H -2.6641 0.0590 -0.5628  0.21
H -2.0317 1.7554 0.0064  0.21
H -1.1986 -1.7868 -0.0128  0.24
H 0.3132 -1.7902 1.0913  0.24
H 0.6999 -1.7046 -0.6053  0.25
H 2.9168 1.0334 -0.1602  0.15

=====

Entry 7:
Below is C4H6OS in the gas phase, with properties calculated with ωB97M-V/def2-TZVPD.

The calculation puts the lowest unoccupied orbital energy at -0.01463 Ha. The orbital gap is 8.41 eV. For the energy above the lowest of the compared OMol25 structures with the same formula, charge and spin, the calculation gives 41.19 kcal per mole. The structure (SMILES) is S=C1CCOC1.

Last column: natural (NBO) charge in e.
Cartesian coordinates (Å):
S 0.5300 -2.5814 -0.8271  0.03
C 0.2797 -1.0127 -0.4084  -0.06
C -0.9391 -0.1659 -0.3867  -0.54
C -0.5675 1.1045 0.4144  -0.06
O 0.8060 1.2323 0.3153  -0.51
C 1.2991 -0.1560 0.2268  -0.19
H -1.2961 -0.0174 -1.4566  0.25
H -1.8971 -0.4803 0.0709  0.25
H -0.9054 0.9447 1.4453  0.16
H -1.1356 1.9124 -0.0681  0.20
H 1.6382 -0.6649 1.1733  0.23
H 2.1878 -0.1152 -0.4992  0.23

=====

Entry 8:
Below is a molecular structure, C4H6OS, with properties calculated with ωB97M-V/def2-TZVPD.

The calculation puts the lowest unoccupied orbital energy at -0.05799 Ha. The orbital gap is 7.57 eV. For the energy above the lowest of the compared OMol25 structures with the same formula, charge and spin, the calculation gives 85.87 kcal per mole.

Last column: natural (NBO) charge in e.
Cartesian coordinates (Å):
C 0.4113 -1.1487 -1.4999  -0.72
C 0.4352 -0.7000 -0.0398  -0.18
C 0.1565 0.7286 0.1708  0.47
C -0.4883 1.2112 1.4063  -0.68
H -0.8102 -1.3965 -1.7423  0.27
H 0.8803 -0.4778 -2.5658  0.30
H 0.6569 -2.3220 -1.6581  0.25
H -1.3780 0.5682 1.6417  0.22
H -0.7849 2.2482 1.4611  0.24
H 0.1671 1.0977 2.0963  0.22
O 0.2856 1.6769 -0.6817  -0.52
S 0.4685 -1.4859 1.4114  0.12